198
Properties=species:S:1:pos:R:3:forces:R:3:mulliken_charge:R:1 method="wB97M-V/def2-TZVPD" homo_lumo_gap_ev=9.58 homo_ev=-9.48 charge=0 e_tot_ha=-6097.968556
H 10.1529 24.8793 -18.4574 0.109 -0.050 -0.003 0.408
C 6.2317 22.1027 -17.2071 0.350 0.292 0.251 0.428
C 6.2489 22.7598 -8.2924 -0.215 -0.704 0.361 0.940
H 5.8123 26.5619 -8.9002 -0.359 0.021 0.227 0.129
C 4.9589 25.8238 -16.9260 0.259 0.049 0.213 -0.679
H 8.6254 17.7100 -14.5210 -0.125 0.051 -0.116 0.184
H 16.8917 25.5424 -10.6404 0.058 -0.178 0.316 0.414
H 9.9331 20.7076 -17.6037 -0.122 -0.050 0.141 0.513
H 10.3339 22.5188 -19.1936 0.056 0.041 -0.005 0.435
H 10.5360 27.5072 -8.3072 -0.067 -0.005 -0.056 0.330
C 7.5902 23.1515 -12.4402 -0.266 0.492 0.114 0.416
H 4.6745 30.5236 -11.6121 0.052 0.071 0.094 0.374
C 4.1289 27.1940 -15.1198 0.332 -0.382 -0.199 -0.808
H 6.9472 22.5766 -11.7689 0.324 -0.325 0.032 0.229
C 4.9248 29.6663 -10.9994 -0.227 -0.080 -0.250 -0.524
H 7.9591 20.1179 -19.7822 0.090 0.078 0.104 0.245
C 11.5181 26.7368 -12.9384 0.552 -0.209 -0.250 0.918
H 12.3359 23.6310 -5.4258 0.231 -0.037 0.017 0.001
H 9.5172 26.4223 -10.4335 -0.224 0.299 0.281 0.454
H 13.4716 22.7910 -7.2244 -0.451 0.152 0.257 0.479
C 10.2025 26.6319 -7.7460 0.026 -0.139 0.030 -1.515
C 5.9523 22.1454 -15.7097 -0.127 -0.321 -0.195 1.890
H 3.8672 21.3339 -15.6664 0.251 -0.080 -0.311 0.421
H 10.4313 25.9051 0.2012 0.033 0.310 -0.005 0.435
O 5.6417 17.4088 -12.6146 -0.038 -0.187 -0.333 -0.719
H 11.2442 19.2026 -15.0233 -0.211 0.426 0.049 0.293
C 8.0430 28.4348 -1.8646 0.148 0.744 -0.094 -0.355
O 9.8934 19.6473 -13.4461 -0.349 0.469 -0.081 -0.094
H 10.9093 26.5037 -6.9239 -0.162 0.022 0.141 0.360
H 6.9648 25.0955 -16.7035 0.061 0.165 -0.083 0.296
O 8.0689 17.5241 -12.0596 0.294 -0.148 -0.225 -0.578
O 2.0066 24.7203 -11.5632 0.263 -0.084 0.297 -0.314
H 11.0947 27.0944 -11.9956 -0.139 -0.012 -0.049 0.044
H 6.0314 18.3378 -7.7809 -0.011 -0.217 -0.109 0.407
H 15.6207 24.3049 -10.6668 -0.019 -0.035 0.127 0.227
O 12.4954 20.7185 -6.5072 0.335 0.013 0.465 -0.595
H 13.6106 24.5825 -4.6450 0.019 0.006 0.133 0.362
H 3.8903 27.9598 -8.2413 -0.374 0.098 -0.212 0.431
H 2.0848 23.3484 -14.0467 0.219 0.047 -0.022 0.158
H 7.8331 21.8949 -19.6774 0.067 -0.079 0.031 0.094
H 12.2899 23.0131 -9.9995 0.004 -0.035 -0.029 -0.527
C 5.9530 20.8225 -19.3817 0.646 -0.859 0.019 -0.911
C 12.0517 23.7384 -3.3639 0.245 0.500 -0.039 -0.368
H 6.2218 23.4232 -9.1556 0.029 0.020 0.008 -0.655
S 4.6264 24.3091 -6.9302 0.202 -0.504 0.299 1.041
H 3.3323 27.7627 -14.6575 -0.022 0.007 -0.017 0.487
C 6.2526 27.7050 -10.6141 0.407 0.669 0.334 0.294
C 10.4650 18.7371 -14.4143 0.265 -0.972 0.184 -0.493
H 7.1481 27.1329 -10.8198 -0.148 -0.150 -0.189 0.103
H 13.2725 27.9716 -12.7656 0.047 -0.027 0.177 0.354
H 7.6754 21.4249 -7.2496 -0.492 -0.056 0.017 0.678
H 7.0748 24.7767 -11.1815 0.004 0.112 -0.069 -1.160
H 11.9666 25.2377 -4.9431 0.163 0.225 0.345 0.123
H 3.2544 29.9554 -9.7205 0.054 -0.011 0.309 0.385
H 15.5556 27.1556 -11.8179 -0.217 0.109 0.349 0.418
H 11.1961 27.0393 -15.0802 -0.037 0.071 -0.087 0.337
H 9.2428 21.3149 -15.1992 0.283 -0.343 -0.241 0.286
H 10.9922 28.5111 -14.0560 0.238 -0.008 -0.276 0.446
C 6.7566 27.9373 -1.9911 -0.167 -0.454 -0.082 -0.544
H 8.3555 22.8733 -7.9030 -0.204 0.123 0.078 0.011
H 5.6222 22.8674 -17.7021 -0.064 -0.057 -0.024 0.436
C 9.2119 25.5869 -9.7980 0.021 -0.902 -0.181 -0.080
H 7.7493 18.2937 -7.3783 -0.022 -0.029 0.007 0.395
H 9.6765 17.3727 -15.8851 0.131 0.100 -0.086 0.428
H 13.4797 26.6202 -13.8319 -0.079 -0.109 0.019 0.416
O -0.0776 23.8204 -12.2906 -0.601 -0.628 0.290 -0.662
C 13.1540 23.4391 -8.0450 1.103 -0.290 0.749 -0.842
H 4.8051 25.2766 -17.8470 -0.109 0.143 -0.076 0.433
H 2.6895 23.6285 -5.8563 -0.057 -0.098 -0.049 0.397
H 5.5732 19.8521 -19.7196 -0.167 0.140 -0.124 0.359
H 8.2122 25.2878 -12.3861 -0.045 -0.253 -0.314 -0.173
H 6.9594 23.3552 -13.3066 0.151 0.077 -0.077 -0.664
C 5.9878 28.8545 -11.3547 0.000 -0.540 -0.079 -0.539
C 8.6321 27.3939 -3.9455 0.222 0.333 0.109 -0.050
C 7.3648 26.8423 -4.0447 -0.052 0.150 -0.300 -0.412
H 11.3229 25.6588 -12.9974 -0.173 0.031 0.075 -0.281
C 3.6804 23.1900 -5.9541 -0.023 0.237 0.051 -1.201
C 9.5703 23.3649 -15.5063 -0.193 -0.034 -0.136 -0.334
H 13.3248 25.0498 -11.8204 -0.104 -0.007 0.104 -0.081
H 8.3675 17.7939 -9.7209 -0.244 0.207 -0.519 0.161
C 9.8815 21.7306 -17.2492 0.105 -0.050 -0.351 -0.240
H 9.3733 27.2193 -4.7170 -0.062 -0.107 -0.020 0.332
C 4.3820 24.8910 -11.7684 0.302 0.426 0.186 1.603
H 10.9494 17.9483 -13.8397 -0.001 -0.057 -0.085 0.564
H 10.8925 22.2368 -12.9966 0.208 0.204 -0.109 -0.344
H 6.5935 29.0400 -12.2338 -0.018 0.318 0.059 0.449
H 7.1288 19.5419 -8.4390 -0.023 -0.076 -0.124 -0.152
C 15.8169 25.3738 -10.5833 -0.086 0.524 -0.708 -1.096
C 8.9682 28.2247 -2.8761 -0.044 -0.709 -0.352 -0.680
H 9.2011 26.8458 -7.3665 0.078 0.026 0.184 0.256
C 11.1037 19.1905 -8.0807 -0.155 0.366 -0.409 -0.522
C 9.3251 18.1626 -15.2234 -0.068 0.147 0.295 -0.758
O 11.6565 19.0336 -11.8855 0.362 -0.530 0.543 -0.815
H 7.9636 21.6162 -8.9878 -0.348 -0.129 -0.065 -0.389
O 9.8139 20.5695 -11.2218 -0.550 -0.086 0.505 -0.007
C 1.7007 24.3579 -14.1274 -0.716 0.581 0.107 -0.510
H 5.4297 27.4901 -13.4868 0.283 -0.064 0.013 0.101
C 10.1838 25.3999 -8.6442 0.675 0.558 -0.388 0.510
O 10.9929 23.2415 -0.8819 -0.343 -0.447 0.091 -0.620
H 2.9624 26.3084 -12.5289 -0.035 0.075 0.081 0.309
H 8.2308 25.7456 -9.3354 -0.059 0.430 -0.291 -0.473
H 9.3612 23.5624 -14.4620 -0.030 0.174 -0.048 0.581
C 4.4729 22.1947 -15.3798 -0.293 0.215 0.748 -1.490
H 13.7198 22.0400 -9.5456 -0.140 -0.142 -0.149 0.621
H 2.9936 26.6621 -16.8619 0.070 0.183 -0.050 0.386
C 13.0320 26.9082 -12.8715 -0.041 -0.025 -0.470 -1.254
C 7.3377 20.9836 -20.0188 -0.278 0.258 -0.074 -0.893
C 4.4007 28.2049 -9.1658 0.555 -0.180 0.811 -0.538
H 9.7802 27.2806 -13.9751 -0.050 -0.061 -0.583 0.140
H 5.2593 21.5815 -19.7457 -0.011 0.112 0.175 0.341
C 3.1073 25.6803 -11.6494 -0.329 -0.350 -0.094 -0.526
H 4.3686 22.2578 -14.2889 -0.101 0.085 -0.053 0.254
H 10.7984 19.2530 -9.1246 0.121 -0.165 -0.032 -0.172
H 14.0831 24.0032 -8.1764 -0.221 0.130 -0.743 0.248
H 7.4038 16.5476 -8.9943 0.025 0.022 0.016 0.360
H 5.4099 26.7425 -3.1240 0.008 0.003 -0.252 0.395
H 3.0315 26.3007 -10.7612 0.188 -0.008 0.034 0.144
H 4.3140 24.1928 -12.6031 0.086 -0.029 0.007 -0.609
C 11.6364 21.4667 -12.8147 -0.266 -0.608 0.272 -0.540
C 9.5606 22.0388 -15.9418 -0.120 0.409 0.621 -0.417
C 12.5461 24.3634 -4.6410 -0.568 -0.387 -0.675 -0.519
C 10.8546 27.4306 -14.1265 -0.487 0.098 1.188 -1.360
H 7.3430 20.1126 -11.1780 0.235 0.053 -0.280 -0.413
H 9.9592 25.6296 -1.4807 0.015 0.307 -0.134 0.232
C 6.3853 26.3379 -15.0513 0.282 0.014 -0.560 0.014
C 7.9675 24.4475 -11.7230 0.093 0.472 0.326 1.935
H 5.1859 25.6038 -11.9569 0.050 -0.115 -0.134 -0.738
C 10.0332 24.0749 -17.7406 0.049 0.262 -0.228 -0.687
C 6.4094 27.1562 -3.0898 0.125 -0.213 0.470 -0.332
H 7.2693 21.0391 -21.1070 -0.027 0.007 0.006 0.421
C 7.0338 18.4861 -8.1810 0.033 0.405 0.042 -0.732
C 12.8039 22.5088 -9.1818 0.099 0.454 -0.010 -0.038
C 5.3417 27.0209 -14.4583 -0.378 0.683 0.274 0.017
H 6.7833 20.0468 -17.5527 -0.009 -0.013 0.104 -0.075
C 15.1723 26.1337 -11.7485 0.024 -0.377 -0.504 -0.789
C 5.4986 27.4156 -9.4883 0.267 -0.125 -0.488 0.053
C 9.0779 24.3462 -10.6826 -0.154 -0.895 0.657 1.305
C 10.7975 25.8480 -0.8221 -0.249 -0.821 0.158 -0.856
C 13.6504 26.0922 -11.7475 0.141 0.744 0.175 0.441
H 12.3900 24.1346 -7.7190 -0.248 -0.218 -0.038 -0.016
H 6.4107 23.0271 -15.2603 0.134 -0.004 -0.111 -0.901
H 13.2663 26.5275 -10.8156 0.025 -0.346 0.156 0.208
H 9.9719 28.6298 -2.8610 -0.066 0.173 0.259 0.431
O 13.6217 19.7693 -8.5005 0.839 -0.127 -0.243 -0.667
C 3.9575 26.6085 -16.3673 -0.499 -0.417 -0.024 -0.329
H 8.8292 23.5231 -9.9982 -0.048 -0.056 -0.151 -0.996
S 10.7369 20.0729 -12.1831 0.442 0.611 -1.094 1.055
C 7.3679 17.5816 -9.3441 -0.045 -0.801 1.019 -0.156
H 11.3878 26.7000 -1.1347 -0.053 0.120 0.092 0.312
H 12.3510 21.7285 -12.0383 0.012 0.187 -0.046 0.335
C 4.1249 29.3401 -9.9063 -0.152 0.017 -0.547 -0.565
H 15.4836 25.7005 -12.7090 0.146 -0.160 0.162 0.353
S 6.7167 17.9210 -11.8393 -0.513 0.394 0.607 1.255
O 12.5099 24.5783 -2.2679 -0.029 -0.227 0.106 -0.305
H 8.8221 18.9362 -15.8048 -0.046 -0.062 -0.047 -0.034
H 4.0205 23.0982 -15.7975 -0.020 -0.043 -0.049 0.313
H 10.2927 19.5661 -7.4619 0.027 -0.188 0.164 0.297
H 4.6362 24.3706 -10.8441 -0.219 -0.122 -0.015 -0.058
H 6.4020 21.2642 -15.2353 0.092 0.064 0.022 -0.482
H 5.0391 20.3007 -17.5668 0.049 0.169 0.455 0.423
H 6.6481 19.9953 -12.8788 0.380 0.181 0.074 -0.208
H 10.0369 24.0152 -11.1016 0.020 0.357 -0.240 0.262
H 12.4673 22.7409 -3.2459 -0.080 -0.041 0.162 0.308
C 10.1260 22.7572 -18.1592 -0.218 -0.069 0.264 -0.711
H 9.9755 24.4818 -8.0888 -0.164 0.061 0.051 0.044
O 6.3192 17.5851 -10.3331 0.504 0.323 -0.294 -0.411
O 0.4789 26.1885 -12.7571 -0.147 0.127 -0.106 -0.646
C 9.7835 24.3943 -16.4099 0.327 -0.234 -0.125 -0.679
H 8.4540 22.5675 -12.7577 -0.063 -0.161 0.113 -0.488
H 8.3074 29.0822 -1.0366 -0.052 -0.134 0.101 0.402
C 5.9973 20.7511 -17.8419 -0.511 0.014 -1.004 0.020
O 4.9449 25.4340 -6.1259 0.026 0.556 0.273 -0.543
H 3.6444 22.2173 -6.4361 -0.068 -0.007 -0.016 0.344
C 6.5949 19.6822 -11.8376 -0.505 -0.195 0.022 0.108
H 7.1218 26.2184 -4.8956 -0.126 -0.028 0.064 0.459
O 12.8365 24.5488 0.1299 0.311 0.015 0.267 -0.625
H 6.0077 28.0882 -1.2242 0.103 0.216 0.057 0.364
H 5.4764 21.9900 -8.3881 -0.076 0.154 -0.201 0.630
C 6.1854 25.7210 -16.2817 -0.137 -0.281 0.054 -0.372
H 0.9378 24.4336 -14.9024 -0.003 -0.187 -0.013 0.607
H 2.4179 25.1525 -14.3226 0.387 -0.354 -0.056 -0.124
H 9.8177 25.4338 -16.1116 -0.207 -0.023 0.143 0.665
H 10.9645 23.7020 -3.3476 -0.021 -0.171 0.013 0.385
S 12.4656 20.2916 -7.8677 -1.463 0.113 -0.185 1.183
H 5.5930 19.9113 -11.4756 -0.003 -0.024 0.030 0.602
H 15.4248 25.7546 -9.6406 0.125 -0.097 0.127 0.277
H 4.1588 23.1486 -4.9793 0.014 -0.136 0.000 0.381
H 12.1467 21.1388 -13.7161 0.040 0.185 -0.079 0.504
H 7.3945 26.3442 -14.6544 -0.168 -0.196 0.415 0.406
H 11.2023 25.2905 -9.0368 -0.096 -0.174 -0.136 -0.416
O 5.9818 23.5121 -7.0860 0.302 0.138 -0.025 -0.367
H 11.4262 18.1857 -7.8277 -0.016 0.008 0.161 0.481
C 7.5891 22.1130 -8.0886 1.292 0.422 -0.171 -0.780
O 4.0346 24.4687 -8.2137 -0.276 0.064 -0.586 -0.475
H 7.2765 22.3837 -17.3802 -0.098 0.065 -0.026 -0.950
S 11.8157 24.4032 -0.8468 0.241 0.642 -0.466 1.131
O 11.8700 21.4859 -8.7538 0.234 -0.012 -0.052 -0.009
S 0.8655 24.8166 -12.6284 0.505 0.537 -0.586 1.193